Record 1
Computed, not measured: C40H59BN10O3V as an isolated structure, with ωB97M-V/def2-TZVPD.

- Relative energy (zero: lowest compared OMol25 entry of this formula, charge and spin): 0.229 eV
- Net charge: +1
- Kohn-Sham gap (spin up / spin down): 7.801 / 8.570 eV
- 2S+1: 3
- E_tot: -89848.1080 eV
- <S²>: 2.012

Each line ends with the Löwdin charge.
Positions of all 114 atoms, in Å:
V -0.20 -1.63 0.68  1.079
C -3.10 0.47 4.76  -0.001
C -2.94 0.06 3.34  -0.246
C -3.82 0.19 2.29  0.037
C -3.19 -0.33 1.16  -0.209
N -1.97 -0.76 1.51  0.023
N -1.83 -0.52 2.85  0.032
B -0.49 -0.74 3.56  -0.516
N 0.62 0.08 2.88  0.030
N 1.10 -0.22 1.63  0.029
C 2.14 0.59 1.40  -0.219
C 2.30 1.45 2.50  0.041
C 1.34 1.09 3.41  -0.252
C 1.08 1.66 4.77  -0.003
C 3.07 0.55 0.21  -0.526
C 2.68 -0.48 -0.84  -0.035
C 3.11 1.94 -0.44  -0.021
C 4.47 0.19 0.74  -0.031
N -0.07 -2.22 3.54  0.048
N 0.47 -2.76 2.41  0.015
C 1.04 -3.93 2.75  -0.221
C 0.85 -4.14 4.12  0.050
C 0.15 -3.04 4.59  -0.242
C -0.30 -2.73 5.98  -0.003
C 1.80 -4.82 1.80  -0.528
C 0.94 -6.02 1.39  -0.020
C 2.24 -4.03 0.57  -0.029
C 3.06 -5.33 2.52  -0.036
C -3.87 -0.37 -0.20  -0.520
C -5.11 -1.28 -0.07  -0.031
C -3.01 -0.88 -1.35  -0.029
C -4.32 1.06 -0.55  -0.025
H -4.11 0.86 4.91  0.089
H -2.95 -0.37 5.44  0.083
H -2.39 1.25 5.04  0.081
H -4.81 0.62 2.34  0.122
H -0.60 -0.38 4.69  0.116
H 3.05 2.21 2.62  0.122
H 1.77 2.48 4.95  0.088
H 0.06 2.04 4.85  0.080
H 1.23 0.91 5.55  0.087
H 1.69 -0.30 -1.26  0.051
H 3.40 -0.46 -1.66  0.106
H 2.70 -1.50 -0.44  0.062
H 2.12 2.21 -0.82  0.070
H 3.42 2.70 0.27  0.085
H 3.81 1.94 -1.27  0.094
H 4.47 -0.79 1.22  0.088
H 5.18 0.17 -0.09  0.093
H 4.82 0.93 1.46  0.084
H 1.19 -4.97 4.71  0.121
H -0.09 -3.58 6.62  0.089
H 0.22 -1.86 6.37  0.086
H -1.37 -2.53 6.01  0.086
H 0.04 -5.71 0.85  0.056
H 1.50 -6.68 0.73  0.100
H 0.63 -6.59 2.26  0.096
H 1.39 -3.66 0.00  0.041
H 2.87 -3.18 0.86  0.086
H 2.82 -4.66 -0.10  0.112
H 2.81 -5.94 3.39  0.082
H 3.64 -5.95 1.83  0.094
H 3.68 -4.50 2.85  0.098
H -4.82 -2.30 0.17  0.084
H -5.79 -0.93 0.70  0.084
H -5.65 -1.30 -1.02  0.093
H -2.67 -1.89 -1.19  0.040
H -3.61 -0.87 -2.27  0.107
H -2.14 -0.26 -1.52  0.050
H -5.00 1.47 0.21  0.082
H -3.46 1.73 -0.63  0.081
H -4.85 1.05 -1.50  0.095
N -1.47 -3.42 0.61  -0.004
C -1.83 -4.17 -0.61  -0.199
C -0.68 -4.30 -1.59  -0.076
C 0.12 -3.04 -1.93  -0.577
O 0.86 -3.04 -2.88  0.128
O 0.01 -1.99 -1.12  -0.199
H -0.98 -4.05 1.23  0.069
H -2.32 -3.16 1.12  0.104
H -2.68 -3.69 -1.08  0.100
H -2.17 -5.17 -0.33  0.125
H -1.06 -4.69 -2.54  0.136
H 0.05 -5.04 -1.25  0.111
C 1.82 8.34 -6.51  -0.047
C 1.34 6.94 -6.27  -0.274
C 2.04 6.07 -5.44  -0.036
C 1.62 4.76 -5.24  -0.033
C 0.46 4.30 -5.86  -0.263
N 0.01 2.97 -5.68  0.132
C -0.26 2.31 -4.51  -0.513
O -0.56 1.14 -4.48  0.072
N -0.17 3.10 -3.38  0.151
C -0.36 2.69 -2.06  -0.195
C -0.54 3.65 -1.07  0.000
C -0.72 3.26 0.24  -0.036
C -0.71 1.91 0.54  -0.146
N -0.52 0.97 -0.40  0.057
C -0.35 1.35 -1.66  -0.082
C -0.25 5.16 -6.70  -0.013
C 0.20 6.46 -6.90  -0.036
H 2.58 8.63 -5.79  0.076
H 0.99 9.06 -6.43  0.082
H 2.24 8.44 -7.51  0.087
H 2.94 6.41 -4.94  0.114
H 2.20 4.09 -4.63  0.119
H -0.21 2.42 -6.50  0.156
H -0.05 4.10 -3.52  0.129
H -0.55 4.70 -1.34  0.123
H -0.87 3.99 1.02  0.113
H -0.85 1.56 1.55  0.100
H -0.22 0.57 -2.40  0.108
H -1.15 4.81 -7.18  0.117
H -0.36 7.11 -7.56  0.119

=====

Record 2
Computed, not measured: C40H59F3InNO5P2SSi as an isolated structure, with ωB97M-V/def2-TZVPD.

- Relative energy (zero: lowest compared OMol25 entry of this formula, charge and spin): 1.273 eV
- Net charge: 0
- Kohn-Sham gap: 7.672 eV
- 2S+1: 1
- E_tot: -104781.1282 eV

Each line ends with the Löwdin charge.
Positions of all 113 atoms, in Å:
In -0.38 -1.98 -1.88  0.730
C 3.20 -2.36 -2.11  -0.205
Si 1.91 -0.95 -1.42  0.592
C 2.38 -0.63 0.36  -0.295
C 3.58 0.09 0.66  -0.086
C 3.93 0.35 1.97  -0.076
C 3.07 -0.01 3.00  -0.077
C 1.90 -0.65 2.74  -0.115
C 1.57 -1.05 1.44  -0.379
P 0.07 -1.96 1.01  1.056
C -1.26 -1.16 2.05  -0.385
C -1.44 -1.61 3.55  -0.202
C -2.67 -0.94 4.22  -0.167
C -4.02 -0.91 3.42  -0.182
C -3.81 -1.79 2.18  -0.225
C -2.65 -1.31 1.31  -0.193
C 0.42 -3.69 1.77  -0.377
C -0.89 -4.55 1.78  -0.187
C -0.68 -5.84 2.68  -0.203
C -0.41 -5.52 4.12  -0.207
C 0.55 -4.30 4.35  -0.189
C 1.27 -3.86 3.07  -0.180
C 2.37 0.53 -2.52  -0.306
C 3.06 0.26 -3.72  -0.115
C 3.86 1.25 -4.31  -0.090
C 3.80 2.56 -3.81  -0.078
C 2.88 2.89 -2.80  -0.085
C 2.13 1.88 -2.14  -0.345
P 0.72 2.22 -0.96  1.133
C -0.34 3.35 -2.04  -0.427
C -1.76 2.86 -1.63  -0.224
C -2.93 3.45 -2.55  -0.188
C -2.48 4.60 -3.46  -0.216
C -1.62 5.54 -2.60  -0.203
C -0.30 4.87 -2.13  -0.210
C 1.39 3.28 0.45  -0.415
C 2.39 4.43 0.02  -0.198
C 2.38 5.62 0.99  -0.214
C 2.09 5.30 2.47  -0.213
C 0.79 4.54 2.69  -0.185
C 0.26 3.74 1.42  -0.189
H 4.18 -2.30 -1.65  0.013
H 3.22 -2.47 -3.27  0.038
H 2.77 -3.33 -1.85  -0.012
H 4.30 0.25 -0.17  0.125
H 4.83 0.89 2.24  0.107
H 3.25 0.34 4.00  0.105
H 1.14 -0.88 3.53  0.106
H -0.86 -0.09 2.14  0.123
H -0.55 -1.23 4.09  0.084
H -1.47 -2.75 3.55  0.095
H -2.38 0.05 4.58  0.101
H -2.90 -1.54 5.13  0.112
H -4.43 0.03 3.10  0.095
H -4.83 -1.46 3.98  0.116
H -4.77 -1.88 1.60  0.129
H -3.72 -2.79 2.59  0.097
H -2.80 -0.39 0.82  0.099
H -2.58 -2.03 0.45  0.075
H 0.96 -4.14 0.92  0.102
H -1.09 -4.81 0.73  0.085
H -1.72 -3.97 2.25  0.086
H 0.17 -6.42 2.21  0.121
H -1.52 -6.59 2.64  0.120
H -0.02 -6.46 4.59  0.113
H -1.37 -5.32 4.67  0.116
H 1.34 -4.58 5.08  0.111
H 0.12 -3.45 4.87  0.077
H 2.04 -4.65 2.89  0.123
H 1.87 -2.95 3.15  0.074
H 3.02 -0.71 -4.29  0.101
H 4.57 1.01 -5.14  0.116
H 4.34 3.37 -4.31  0.102
H 2.60 3.92 -2.60  0.081
H -0.18 3.03 -3.08  0.101
H -1.90 3.17 -0.59  0.087
H -1.87 1.77 -1.77  0.069
H -3.86 3.67 -1.96  0.109
H -3.27 2.61 -3.23  0.109
H -3.32 5.17 -3.91  0.105
H -1.92 4.21 -4.39  0.137
H -2.15 5.98 -1.75  0.106
H -1.28 6.44 -3.15  0.107
H 0.03 5.31 -1.17  0.089
H 0.48 5.18 -2.85  0.107
H 1.95 2.49 0.94  0.068
H 2.04 4.80 -0.98  0.067
H 3.43 3.99 -0.07  0.124
H 1.76 6.42 0.60  0.101
H 3.41 6.08 1.02  0.118
H 2.11 6.23 2.98  0.088
H 2.98 4.73 2.85  0.119
H -0.01 5.22 3.02  0.098
H 0.91 3.85 3.56  0.103
H -0.54 4.40 0.95  0.113
H -0.28 2.87 1.78  0.081
N -0.41 -2.55 -4.15  -0.012
C -0.93 -1.35 -4.83  -0.126
C -0.96 -0.10 -3.95  -0.608
O -0.83 0.97 -4.53  0.045
O -1.17 -0.20 -2.66  -0.174
H 0.47 -2.84 -4.57  0.114
H -1.01 -3.37 -4.25  0.040
H -1.98 -1.52 -5.11  0.137
H -0.50 -1.12 -5.80  0.128
F -3.18 -6.40 -1.29  0.101
C -3.51 -5.06 -1.34  -0.539
F -4.75 -4.87 -1.84  0.134
F -3.44 -4.66 -0.03  0.110
S -2.31 -4.12 -2.52  0.605
O -2.54 -4.54 -3.89  -0.264
O -0.92 -4.40 -1.99  -0.372
O -2.64 -2.68 -2.22  -0.345

=====

Record 3
Computed, not measured: C40H59N4O3SSiSr as an isolated structure, with ωB97M-V/def2-TZVPD.

- Relative energy (zero: lowest compared OMol25 entry of this formula, charge and spin): 0.697 eV
- Net charge: +1
- Kohn-Sham gap: 7.380 eV
- 2S+1: 1
- E_tot: -74094.1906 eV

Each line ends with the Löwdin charge.
Positions of all 109 atoms, in Å:
Sr -0.11 0.49 1.10  1.166
C -0.43 3.68 2.26  -0.108
N -0.17 2.46 3.05  -0.207
C -1.27 2.26 4.00  -0.131
C -2.55 1.79 3.34  -0.289
C -3.78 2.09 3.90  -0.017
C -4.93 1.57 3.34  -0.034
C -4.82 0.77 2.21  -0.036
C -3.57 0.53 1.69  -0.120
N -2.45 1.03 2.24  0.020
C 1.11 2.51 3.77  -0.113
C 2.34 2.28 2.91  -0.262
C 3.51 2.97 3.16  -0.007
C 4.64 2.68 2.40  -0.031
C 4.55 1.72 1.41  -0.032
C 3.34 1.07 1.23  -0.135
N 2.25 1.34 1.97  0.021
C 0.43 3.80 1.02  -0.277
C 1.27 4.87 0.80  -0.006
C 2.01 4.91 -0.38  -0.025
C 1.88 3.88 -1.29  -0.029
C 1.02 2.84 -1.00  -0.143
N 0.30 2.80 0.13  -0.006
H -0.32 4.58 2.88  0.134
H -1.47 3.64 1.93  0.132
H -1.48 3.17 4.57  0.137
H -0.97 1.50 4.72  0.120
H -3.82 2.72 4.78  0.125
H -5.90 1.79 3.77  0.121
H -5.70 0.34 1.73  0.118
H -3.44 -0.08 0.80  0.119
H 1.09 1.71 4.51  0.119
H 1.22 3.45 4.33  0.135
H 3.54 3.73 3.93  0.122
H 5.56 3.21 2.58  0.119
H 5.40 1.46 0.79  0.118
H 3.23 0.31 0.46  0.105
H 1.36 5.66 1.54  0.122
H 2.68 5.74 -0.57  0.119
H 2.44 3.88 -2.22  0.120
H 0.89 2.00 -1.68  0.086
C -3.04 -3.85 3.90  -0.054
C -2.73 -2.37 3.65  -0.379
C -3.34 -1.52 4.76  -0.071
C -1.23 -2.16 3.48  -0.205
C -0.46 -1.36 4.33  -0.046
C 0.92 -1.27 4.16  -0.059
C 1.58 -1.97 3.15  -0.282
C 3.08 -1.89 3.00  -0.028
C 0.80 -2.73 2.28  -0.082
C -0.58 -2.81 2.43  -0.079
H -4.11 -4.00 4.02  0.083
H -2.54 -4.19 4.81  0.093
H -2.70 -4.48 3.07  0.076
H -3.20 -2.08 2.71  0.127
H -2.93 -1.81 5.74  0.092
H -4.42 -1.68 4.80  0.088
H -3.16 -0.46 4.62  0.050
H -0.93 -0.85 5.16  0.102
H 1.50 -0.68 4.87  0.114
H 3.39 -0.95 2.55  0.045
H 3.45 -2.70 2.37  0.088
H 3.57 -1.97 3.97  0.089
H 1.27 -3.25 1.45  0.108
H -1.15 -3.38 1.72  0.112
C -2.24 1.23 -3.13  -0.018
C -0.87 1.25 -3.81  -0.626
C -0.96 0.77 -5.25  -0.015
C -0.29 2.65 -3.78  -0.036
O 0.02 0.43 -3.02  -0.196
Si 0.05 -1.21 -2.72  -0.172
S -0.26 -1.59 -0.70  0.229
O -1.11 -1.87 -3.67  -0.171
C -1.37 -3.20 -4.12  -0.647
C -0.86 -4.21 -3.09  -0.048
C -0.65 -3.39 -5.45  -0.018
C -2.87 -3.30 -4.28  -0.027
O 1.48 -1.83 -3.23  -0.154
C 2.79 -1.34 -3.51  -0.650
C 3.65 -2.57 -3.75  -0.025
C 2.75 -0.47 -4.76  -0.018
C 3.30 -0.56 -2.31  -0.039
H -2.95 1.85 -3.68  0.095
H -2.16 1.60 -2.11  0.079
H -2.63 0.21 -3.10  0.085
H -1.57 1.47 -5.83  0.093
H -1.41 -0.21 -5.31  0.072
H 0.03 0.73 -5.70  0.087
H -0.84 3.31 -4.46  0.098
H 0.76 2.63 -4.09  0.093
H -0.35 3.09 -2.78  0.059
H 0.22 -4.15 -2.97  0.081
H -1.12 -5.22 -3.43  0.092
H -1.33 -4.04 -2.12  0.066
H 0.42 -3.25 -5.32  0.077
H -1.01 -2.67 -6.18  0.086
H -0.82 -4.40 -5.84  0.092
H -3.37 -3.11 -3.33  0.089
H -3.16 -4.30 -4.63  0.090
H -3.22 -2.56 -5.01  0.086
H 3.25 -3.15 -4.58  0.089
H 3.66 -3.20 -2.86  0.091
H 4.68 -2.28 -3.99  0.090
H 2.33 -1.03 -5.60  0.095
H 3.75 -0.13 -5.03  0.092
H 2.12 0.41 -4.59  0.065
H 3.26 -1.20 -1.43  0.082
H 2.69 0.33 -2.14  0.066
H 4.34 -0.24 -2.47  0.093

=====

Record 4
Computed, not measured: C40H60BBaF4N4O16 as an isolated structure, with ωB97M-V/def2-TZVPD.

- Relative energy (zero: lowest compared OMol25 entry of this formula, charge and spin): 1.967 eV
- Net charge: +1
- Kohn-Sham gap: 7.861 eV
- 2S+1: 1
- E_tot: -93402.1730 eV

Each line ends with the Löwdin charge.
Positions of all 126 atoms, in Å:
Ba -2.04 -1.37 2.66  2.148
B 0.07 -0.74 0.07  -1.359
F 0.33 -1.91 0.82  0.055
F 0.96 0.26 0.47  0.133
F 0.19 -1.05 -1.28  0.157
F -1.20 -0.31 0.51  -0.060
C -0.08 2.46 -1.85  -0.067
C -0.40 3.70 -1.33  -0.090
C -0.34 4.82 -2.14  -0.003
C -0.27 4.67 -3.52  -0.144
C -0.06 3.39 -4.04  0.004
C 0.13 2.30 -3.22  -0.037
N -0.37 5.83 -4.38  -0.362
O -0.49 6.93 -3.89  0.099
O -0.36 5.62 -5.57  0.081
H -0.09 1.60 -1.20  0.086
H -0.58 3.76 -0.26  0.105
H -0.61 5.78 -1.72  0.122
H 0.02 3.22 -5.11  0.123
H 0.36 1.33 -3.64  0.077
C -3.43 1.32 -2.13  -0.072
C -3.50 2.05 -0.95  -0.082
C -3.68 3.41 -0.99  -0.015
C -3.76 4.05 -2.23  -0.143
C -3.79 3.34 -3.41  0.016
C -3.61 1.96 -3.35  -0.050
N -3.84 5.52 -2.24  -0.357
O -4.37 6.01 -3.21  0.104
O -3.40 6.13 -1.30  0.090
H -3.29 0.25 -2.17  0.089
H -3.23 1.50 -0.06  0.083
H -3.60 3.92 -0.04  0.116
H -4.04 3.84 -4.33  0.130
H -3.62 1.38 -4.26  0.105
C 3.35 -1.11 -1.58  -0.069
C 3.37 -2.24 -0.79  -0.053
C 4.58 -2.88 -0.47  0.003
C 5.71 -2.34 -1.02  -0.157
C 5.73 -1.28 -1.92  -0.009
C 4.53 -0.63 -2.16  -0.058
N 7.00 -2.99 -0.71  -0.352
O 7.03 -4.11 -0.25  0.087
O 8.01 -2.34 -0.93  0.067
H 2.43 -0.59 -1.79  0.090
H 2.48 -2.62 -0.31  0.097
H 4.61 -3.62 0.32  0.119
H 6.68 -0.91 -2.25  0.122
H 4.48 0.19 -2.85  0.119
C 6.30 1.22 -0.09  -0.065
C 6.14 2.24 -1.03  -0.066
C 4.96 2.95 -1.09  -0.002
C 3.92 2.69 -0.23  -0.137
C 3.99 1.58 0.63  0.002
C 5.18 0.87 0.67  -0.071
N 2.71 3.49 -0.23  -0.336
O 2.50 4.17 -1.20  0.097
O 1.95 3.40 0.71  0.069
H 7.24 0.70 -0.05  0.113
H 7.01 2.53 -1.60  0.116
H 4.80 3.80 -1.75  0.126
H 3.15 1.23 1.21  0.092
H 5.26 0.01 1.32  0.109
C 1.88 -3.04 -4.87  -0.098
O 1.35 -1.90 -5.50  -0.138
C 0.58 -1.10 -4.67  -0.230
C -0.90 -1.48 -4.60  -0.209
O -1.55 -1.12 -5.80  -0.167
C -2.90 -1.53 -5.77  -0.114
H 1.14 -3.75 -4.48  0.084
H 2.53 -2.80 -4.03  0.078
H 2.38 -3.60 -5.66  0.094
H 0.51 -0.09 -5.08  0.117
H 0.97 -0.86 -3.68  0.098
H -1.41 -1.10 -3.70  0.109
H -1.00 -2.58 -4.54  0.119
H -3.42 -1.07 -4.93  0.071
H -2.99 -2.62 -5.70  0.088
H -3.35 -1.24 -6.72  0.094
C -2.78 -2.84 -0.69  -0.066
O -2.64 -3.23 0.67  -0.351
C -2.18 -4.57 0.84  -0.184
C -2.18 -4.99 2.33  -0.166
O -1.27 -4.20 3.07  -0.298
C 0.04 -4.69 3.19  -0.087
H -3.01 -1.78 -0.81  0.079
H -3.63 -3.40 -1.09  0.105
H -1.90 -3.10 -1.28  0.106
H -1.18 -4.66 0.41  0.136
H -2.81 -5.32 0.36  0.139
H -2.10 -6.07 2.44  0.142
H -3.18 -4.71 2.67  0.127
H 0.14 -5.50 3.92  0.103
H 0.66 -3.88 3.58  0.085
H 0.56 -4.99 2.27  0.105
C -1.77 -3.11 5.94  -0.063
O -1.57 -1.92 5.16  -0.452
C -0.72 -0.94 5.82  -0.144
C 0.68 -0.95 5.22  -0.190
O 0.63 -1.26 3.84  -0.295
C 1.90 -0.94 3.23  -0.055
H -0.79 -3.59 6.00  0.103
H -2.51 -3.75 5.48  0.093
H -2.09 -2.86 6.95  0.100
H -0.77 -1.11 6.90  0.137
H -1.27 -0.01 5.65  0.112
H 1.27 -1.70 5.74  0.136
H 1.16 0.01 5.45  0.140
H 1.95 0.13 3.03  0.082
H 2.04 -1.51 2.32  0.085
H 2.69 -1.17 3.95  0.102
C -4.48 -0.06 5.56  -0.096
O -3.54 0.41 4.63  -0.288
C -3.58 1.81 4.40  -0.184
C -3.01 2.13 3.03  -0.170
O -1.74 1.51 2.84  -0.330
C -0.59 2.25 3.23  -0.048
H -5.50 -0.20 5.18  0.101
H -4.59 0.56 6.45  0.106
H -4.25 -1.09 5.84  0.086
H -2.95 2.28 5.17  0.138
H -4.57 2.24 4.56  0.142
H -2.88 3.20 2.87  0.142
H -3.67 1.69 2.28  0.119
H 0.25 1.61 2.95  0.081
H -0.52 2.56 4.28  0.100
H -0.60 3.18 2.66  0.102

=====

E_tot of number 4 (C40H60BBaF4N4O16)? -93402.1730 eV